No. 1
# C51H59BrN3O3PS4Zr

C51H59BrN3O3PS4Zr as an isolated structure (ωB97M-V/def2-TZVPD, the Open Molecules 2025 dataset).

The geometry in ORCA input format:
```
! wB97M-V def2-TZVPD RIJCOSX def2/J DEFGRID3
* xyz 2 1
Zr -0.27 -0.10 0.88
S -2.31 -1.46 1.45
C -3.56 -1.38 0.22
C -4.70 -2.18 0.37
C -5.75 -2.08 -0.53
C -5.67 -1.21 -1.61
C -4.54 -0.43 -1.78
C -3.51 -0.50 -0.86
S -2.15 0.66 -1.00
C -2.78 1.81 0.32
C -1.68 2.58 0.98
C -1.92 3.83 1.54
C -0.87 4.49 2.16
C 0.40 3.94 2.12
C 0.60 2.72 1.50
C 1.97 2.21 1.19
S 2.29 0.44 1.67
C 3.15 -0.40 0.35
C 4.54 -0.46 0.49
C 5.31 -1.22 -0.37
C 4.67 -1.98 -1.35
C 3.30 -1.92 -1.50
C 2.51 -1.11 -0.67
S 0.82 -1.00 -1.12
N -0.45 2.04 0.99
H -4.74 -2.87 1.20
H -6.64 -2.68 -0.37
H -6.49 -1.13 -2.30
H -4.46 0.25 -2.62
H -3.30 1.18 1.05
H -3.50 2.48 -0.14
H -2.91 4.27 1.48
H -1.05 5.46 2.61
H 1.24 4.47 2.54
H 2.74 2.82 1.65
H 2.05 2.21 0.09
H 5.01 0.11 1.27
H 6.38 -1.24 -0.27
H 5.25 -2.61 -2.01
H 2.80 -2.47 -2.28
C 0.48 -3.37 1.14
O 0.53 -2.04 1.72
C 0.79 -2.01 3.08
C 1.42 -3.02 3.76
C 1.67 -2.87 5.12
Br 2.56 -4.25 6.05
C 1.32 -1.72 5.77
C 0.72 -0.65 5.07
C 0.39 -0.80 3.70
O -0.19 0.14 2.96
C 0.56 0.62 5.73
N 0.11 1.73 5.14
C 0.28 2.82 5.98
C 0.03 4.18 5.83
C 0.39 5.00 6.88
C 0.95 4.49 8.05
C 1.20 3.14 8.21
C 0.85 2.31 7.15
N 1.00 0.95 6.96
H -0.12 -4.03 1.77
H 1.49 -3.76 1.02
H 0.01 -3.26 0.17
H 1.75 -3.92 3.26
H 1.53 -1.62 6.82
H -0.26 1.70 4.19
H -0.41 4.57 4.93
H 0.22 6.06 6.79
H 1.21 5.17 8.85
H 1.64 2.74 9.12
H 1.39 0.32 7.64
O 0.99 2.15 -1.55
P 1.43 2.95 -2.76
C 1.31 4.76 -2.34
C 0.01 5.04 -1.57
C 0.06 6.41 -0.88
C 0.99 7.38 -1.60
C 0.88 7.15 -3.10
C 1.44 5.77 -3.49
C 3.16 2.48 -3.26
C 4.00 1.89 -2.12
C 4.71 2.93 -1.28
C 5.60 3.79 -2.16
C 4.74 4.50 -3.20
C 3.97 3.50 -4.07
C 0.42 2.30 -4.18
C 0.93 2.42 -5.62
C 0.49 3.68 -6.35
C -1.02 3.86 -6.26
C -1.48 3.90 -4.81
C -1.07 2.63 -4.06
H 2.13 4.89 -1.62
H -0.16 4.24 -0.85
H -0.84 5.02 -2.27
H 0.40 6.30 0.15
H -0.95 6.83 -0.85
H 2.03 7.23 -1.29
H 0.72 8.41 -1.35
H 1.42 7.93 -3.65
H -0.17 7.23 -3.39
H 2.48 5.87 -3.78
H 0.89 5.41 -4.35
H 2.93 1.63 -3.91
H 4.75 1.23 -2.56
H 3.35 1.26 -1.51
H 5.32 2.43 -0.52
H 3.98 3.58 -0.77
H 6.34 3.16 -2.66
H 6.14 4.53 -1.56
H 5.37 5.11 -3.85
H 4.05 5.17 -2.68
H 4.70 2.95 -4.67
H 3.31 4.03 -4.76
H 0.53 1.24 -3.89
H 0.50 1.57 -6.17
H 2.01 2.32 -5.67
H 0.79 3.60 -7.40
H 1.01 4.56 -5.95
H -1.50 3.02 -6.77
H -1.32 4.78 -6.77
H -2.57 4.00 -4.77
H -1.05 4.78 -4.32
H -1.63 1.80 -4.49
H -1.34 2.70 -3.00
*
```

Its LUMO energy is -5.619 eV. The value obtained for the HOMO energy is -12.54 eV. The HOMO-LUMO gap comes out at 6.92 eV.

Results of the Löwdin charge analysis, in e, for atoms 1 through 4: 1.18 0.70 -0.65 -0.10

=====

No. 2
# C6H10F3NO2

A 2-piece molecular cluster, C6H10F3NO2 overall (ωB97M-V/def2-TZVPD, the Open Molecules 2025 dataset).

The geometry in ORCA input format:
```
! wB97M-V def2-TZVPD RIJCOSX def2/J DEFGRID3
* xyz 0 1
C 1.44 -0.43 -1.50
C -1.40 0.63 1.61
C 0.80 1.51 0.94
C -0.39 0.66 0.44
C 0.08 -0.75 0.15
C -1.05 -1.57 -0.46
N 0.80 0.30 -2.46
O 2.50 -0.79 -1.27
O 0.87 -1.51 0.96
F -0.63 -2.58 -1.16
F -1.87 -0.79 -1.23
F -1.88 -2.03 0.46
H -1.73 -0.41 1.54
H -1.95 1.46 1.37
H -1.03 0.76 2.62
H 0.53 2.53 1.16
H 1.15 1.19 1.95
H 1.68 1.66 0.23
H -0.84 1.18 -0.40
H -0.20 0.14 -2.59
H 1.30 0.37 -3.25
H 1.83 -1.52 0.90
*
```

Its LUMO energy is 0.630 eV. As for the relative energy (zero: lowest compared OMol25 entry of this formula, charge and spin): 0.604 eV. The value obtained for the HOMO energy is -8.44 eV. The HOMO-LUMO gap comes out at 9.07 eV.

Results of the Löwdin charge analysis, in e, for atoms 1 through 4: -0.37 -0.03 -0.08 -0.36